The following is a DFT calculation (the ωB97M-V functional and the def2-TZVPD basis) of a 2-piece molecular cluster, C4H8FN overall in a non-equilibrium geometry.

The total charge is 0.

Structure (XYZ):
```
14
Properties=species:S:1:pos:R:3:forces:R:3
C 0.9308 -0.3780 -0.0227 1.4581 1.0976 0.6989
N -0.2349 -0.0183 0.0452 -3.1630 -0.5686 -1.2587
H -0.8727 -0.9313 -1.8654 0.6966 -1.6582 -0.4797
H -2.0783 -0.1001 -0.9154 -0.6448 0.0493 -0.1594
C 2.0443 -0.9284 -0.2534 0.4985 -1.3613 0.7334
H -0.4988 1.1015 1.8453 0.3697 -0.3912 -0.2272
H -1.8556 1.0828 0.7225 0.3910 0.5174 -0.3095
H -0.7374 0.8194 -1.7992 -1.0004 -1.3515 0.8118
H 2.8986 -0.5991 -0.7492 0.9998 1.3280 -0.4892
C -1.0587 -0.1299 -1.2260 1.1280 3.2632 0.1843
H -1.6084 -0.2529 1.5701 -1.0121 -2.9568 1.5428
C -1.0549 0.4769 1.1410 1.2342 3.6186 -0.4741
F 1.9138 1.6894 1.2098 -0.6692 -0.6452 -0.4166
H 2.2122 -1.8321 0.2973 -0.2865 -0.9413 -0.1569
```
Forces are in eV/Å.

The following is a DFT calculation (the ωB97M-V functional and the def2-TZVPD basis) of C4H8FNO as an isolated structure in a non-equilibrium geometry.

The total charge is 0.

Structure (XYZ):
```
15
Properties=species:S:1:pos:R:3:forces:R:3
H -1.4157 -0.6943 1.4374 -0.2430 -0.0040 -1.0622
C 1.8861 -0.2492 -0.1057 1.2086 -0.0527 0.8611
O 0.5186 1.9461 -0.0148 -0.1083 0.3953 -0.8605
H 2.7857 -0.3463 0.5164 -0.1253 0.3549 -0.2125
C -0.0928 -0.5179 -0.2710 -1.2295 0.5894 0.6097
H 0.5881 0.5963 1.4747 0.2670 -0.3334 -0.5387
H -0.3040 1.9695 -0.5192 0.1063 0.2653 0.0253
H 2.1666 -0.0117 -1.1506 -0.2460 -0.1861 0.3653
H 1.1106 -2.1449 -0.6669 0.0814 0.1796 0.4271
F -2.2352 0.2779 -0.2166 -0.2475 0.0017 0.4361
C 0.7014 0.6343 0.3689 0.2564 -1.2978 0.7724
N 0.9869 -1.4422 0.0687 0.2181 0.4608 -1.3547
H -1.9238 -1.7141 -0.0057 0.3156 0.4780 0.2710
C -1.4532 -0.7601 0.3152 -0.2865 -0.4986 0.1943
H -0.1962 -0.2718 -1.3431 0.0326 -0.3525 0.0664
```
Forces are in eV/Å.

The following is a DFT calculation (the ωB97M-V functional and the def2-TZVPD basis) of C4H8IN2S as an isolated structure in a non-equilibrium geometry.

The total charge is +1.

Structure (XYZ):
```
16
Properties=species:S:1:pos:R:3:forces:R:3
N 0.7066 -0.3078 0.4480 -0.0437 -0.1250 -1.4530
H -0.2141 -0.0103 -2.4579 0.1233 -0.8093 0.3074
H -1.0394 -1.5113 -1.8302 0.6469 0.3036 -0.5951
C -0.3173 -0.3108 -0.3330 -1.6336 0.0259 1.0069
H -2.4844 -0.0148 -0.4843 0.0557 -0.4197 -1.2941
S 4.2901 2.1007 -0.1161 -0.2816 -1.1340 0.4350
C -1.9323 0.6313 1.3953 0.9071 1.1660 -1.1675
H 0.6667 -0.0786 1.4122 -0.8590 0.5081 0.7984
C 3.8910 0.6619 0.1363 -0.4005 -1.0107 -0.5837
I 3.3071 -1.2676 0.1815 1.4855 1.8375 0.0662
C -0.1454 -0.8556 -1.7348 -0.8087 -0.1176 0.0398
H -2.8065 0.1831 1.8866 0.2284 0.1741 -0.4776
H -2.0008 1.7819 1.3388 -0.2205 -1.7929 0.0359
H -1.0568 0.4331 2.0018 -0.1411 -0.0769 0.3215
N -1.6404 0.0479 0.0315 1.8529 0.5566 2.3167
H 0.7760 -1.4832 -1.8757 -0.9111 0.9142 0.2434
```
Forces are in eV/Å.

The following is a DFT calculation (the ωB97M-V functional and the def2-TZVPD basis) of a 2-piece molecular cluster, C4H8N overall in a non-equilibrium geometry.

The total charge is +1.

Structure (XYZ):
```
13
Properties=species:S:1:pos:R:3:forces:R:3
H -1.0044 -2.0224 0.1805 0.2098 2.2979 -0.5195
C -0.1879 0.1749 -0.1935 0.1782 -1.5065 -1.2911
H -2.9860 -0.4768 0.6913 -0.7046 0.9800 -0.7729
C -1.0547 -0.8997 -0.1276 -1.3226 0.1273 -0.2878
H -2.7129 0.4272 -0.9842 -0.3338 -0.4220 -0.3388
H 3.1748 0.3135 -1.1369 -1.0963 -0.1251 0.5828
H 3.4751 0.5588 0.2933 2.5243 1.1805 2.6717
C -1.2069 0.7460 0.4864 -0.8000 -0.1169 1.6195
H -1.2215 1.1689 1.4803 0.3352 0.5706 -0.0298
H 0.8283 0.2933 -0.4210 1.4954 0.6050 0.2955
C -2.3458 0.0033 -0.0693 0.3398 -2.3359 1.3634
N 2.7004 0.3184 -0.2004 -0.5582 1.7453 -3.9268
H 2.5417 -0.6054 0.0010 -0.2672 -3.0003 0.6339
```
Forces are in eV/Å.

The following relative energy (zero: lowest compared OMol25 entry of this formula, charge and spin) values (in kJ/mol) correspond, in order, to the records above: 446.2, 120.0, 196.7, 266.6.
The following calculated total energy values (in a.u.) correspond, in order, to the records above: -311.64945, -387.01666, -962.24324, -211.56955.
The following molar mass values (in u) correspond, in order, to the records above: 89.1, 105.1, 243.1, 70.1.